51
Properties=species:S:1:pos:R:3 method="wB97M-V/def2-TZVPD" e_tot_ha=-1486.8695 lumo_energy_ev=-0.21 largest_force_ev_per_a=5.444 homo_energy_ha=-0.3103 smiles=NCN[C@@H](CN)CS.O.O.O.O.O.O.O.O.O.O relative_energy_kcal_mol=96.5 spin_multiplicity=1
C -0.649 -1.155 2.737
N 0.096 -2.197 2.035
C -1.447 -0.168 1.549
C -2.173 1.064 2.302
S -3.897 0.593 2.606
N -0.490 0.030 0.500
C -1.106 0.846 -0.621
N -1.013 2.203 -0.257
H -1.422 -1.773 3.345
H 0.111 -0.595 3.285
H 1.081 -1.819 1.957
H -0.178 -2.493 1.133
H -2.155 -0.826 0.987
H -1.600 1.296 3.240
H -1.948 2.154 1.787
H -3.824 -0.335 1.759
H 0.367 0.533 0.875
H -0.908 0.317 -1.561
H -2.324 0.586 -0.416
H -1.813 2.785 -0.648
H -0.221 2.750 -0.253
H 2.400 -2.878 -2.364
H 2.769 -2.726 -0.995
O 1.970 -3.038 -1.501
H -0.876 3.374 1.639
H 0.249 4.468 1.655
O 0.161 3.513 1.903
H 2.150 1.085 1.516
H 1.739 2.639 1.221
O 2.164 1.850 0.964
H 0.218 -1.227 -1.717
H -0.480 -2.304 -2.205
O -0.338 -1.465 -2.517
H 4.235 -1.120 0.566
H 3.950 -0.673 -0.940
O 4.598 -1.100 -0.395
H -2.824 -1.375 -3.038
H -2.308 -0.159 -3.755
O -3.170 -0.566 -3.453
H 3.647 -2.350 2.342
H 3.706 -1.111 3.038
O 3.385 -1.440 2.188
H -4.545 -1.159 -1.725
H -3.713 -0.113 -1.003
O -4.103 -1.010 -0.788
H 3.783 0.815 -1.828
H 2.357 1.279 -1.021
O 2.788 0.972 -1.813
H 0.530 1.424 -3.952
H 0.688 -0.107 -3.884
O 0.383 0.704 -4.481